ORCA calculation (wB97M-V/def2-TZVPD) on a molecular structure, C41H33AuIPSb in a non-equilibrium geometry.

Results
total energy = -70663.2246 eV
E_HOMO (alpha / beta) = -10.50 / -10.44 eV
frontier orbital gap (alpha / beta) = 0.175 / 0.192 Eh
ΔE to the lowest compared entry with this formula, charge and spin = 8.36 kcal/mol

Geometry as ORCA input:
```
! wB97M-V def2-TZVPD RIJCOSX def2/J DEFGRID3
* xyz 1 1
Au 0.305 -2.534 -0.394
C 0.358 -2.656 6.518
C 0.548 -3.705 5.633
C 0.677 -3.458 4.277
C 0.628 -2.151 3.802
C 0.433 -1.097 4.694
C 0.305 -1.353 6.046
P 0.809 -1.844 2.004
C -0.093 -0.265 1.919
C -1.478 -0.395 2.012
C -2.274 0.727 2.106
C -1.691 1.984 2.112
C -0.316 2.120 1.995
C 0.487 0.996 1.883
C 2.565 -1.439 1.789
C 3.388 -1.159 2.857
C 4.745 -0.887 2.649
C 5.259 -0.879 1.381
C 4.448 -1.150 0.258
C 4.949 -1.129 -1.062
C 4.146 -1.435 -2.124
C 2.802 -1.798 -1.911
C 2.289 -1.821 -0.649
C 3.072 -1.473 0.465
H 0.253 -2.848 7.575
H 0.590 -4.719 6.001
H 0.812 -4.276 3.582
H 0.388 -0.078 4.337
H 0.161 -0.528 6.729
H -1.914 -1.385 2.047
H -3.343 0.618 2.184
H -2.320 2.856 2.218
H 0.131 3.102 1.988
H 1.561 1.090 1.806
H 3.001 -1.154 3.866
H 5.382 -0.692 3.500
H 6.308 -0.675 1.227
H 5.985 -0.872 -1.226
H 4.527 -1.419 -3.134
H 2.196 -2.074 -2.762
I -2.001 -2.912 -3.254
C -1.136 -3.744 -1.483
H -0.659 -4.672 -1.779
H -1.953 -3.950 -0.802
C 0.800 4.752 -0.535
C -0.560 4.492 -0.533
C -1.024 3.220 -0.830
C -0.130 2.215 -1.151
C 1.231 2.471 -1.142
C 1.695 3.737 -0.831
Sb -0.787 0.229 -1.703
C -2.910 0.306 -1.322
C -3.521 -0.678 -0.567
C -4.876 -0.595 -0.285
C -5.615 0.477 -0.758
C -5.009 1.445 -1.540
C -3.659 1.354 -1.833
C -0.802 0.606 -3.832
C -1.957 0.423 -4.574
C -1.946 0.692 -5.932
C -0.781 1.122 -6.545
C 0.365 1.326 -5.795
C 0.358 1.062 -4.436
H 1.164 5.738 -0.291
H -1.259 5.279 -0.293
H -2.081 3.005 -0.782
H 1.934 1.677 -1.368
H 2.758 3.928 -0.815
H -2.945 -1.521 -0.212
H -5.352 -1.369 0.299
H -6.670 0.545 -0.536
H -5.587 2.267 -1.937
H -3.199 2.086 -2.481
H -2.871 0.085 -4.101
H -2.851 0.555 -6.505
H -0.764 1.288 -7.609
H 1.269 1.685 -6.261
H 1.249 1.230 -3.845
*
```